A structure of composition C32H61As2F3NO4PRuSSeSi3 in a non-equilibrium geometry. Source: the Open Molecules 2025 dataset; level of theory: wB97M-V/def2-TZVPD.

Properties
Lowest unoccupied orbital energy (spin up / spin down), eV: 2.16 / 1.86
DFT total energy, eV: -285378.328
Multiplicity: 2
<S²>: 0.7594
ΔE to the lowest compared entry with this formula, charge and spin, eV: 0.2119
Net charge: -1
Maximum force, eV Å⁻¹: 2.7

Geometry as XYZ:
```
110
Properties=species:S:1:pos:R:3:forces:R:3
Ru -0.84317 -0.02072 0.00211 0.694 -2.429 -0.857
F 7.76951 -3.72087 0.11618 -0.014 0.073 0.028
C 6.71129 -4.54925 0.26155 0.216 -0.107 -0.006
F 6.88674 -5.19690 1.42911 -0.023 0.030 0.003
F 6.84723 -5.47738 -0.71371 -0.056 -0.030 -0.025
C 5.40751 -3.83255 0.18234 -0.126 -0.017 0.041
C 5.12323 -3.07629 -0.94558 0.047 0.111 -0.155
C 3.90612 -2.43198 -1.06655 0.098 0.016 -0.071
C 2.94189 -2.52945 -0.05672 -0.095 -0.013 0.083
C 3.25458 -3.27978 1.08303 0.010 0.002 0.039
C 4.47101 -3.93180 1.19865 -0.058 0.015 0.135
C 1.66984 -1.88961 -0.16994 -0.024 -0.662 -0.200
C 0.52774 -1.47051 -0.25226 0.803 0.864 0.304
H 5.87065 -2.99060 -1.72553 -0.062 0.014 -0.041
H 3.68524 -1.83698 -1.94268 0.006 -0.011 -0.010
H 2.51916 -3.33049 1.87550 0.029 -0.069 0.014
H 4.70152 -4.51378 2.08110 -0.059 0.016 0.003
S -0.93171 -0.80827 4.60773 0.018 -0.015 -0.117
C -1.59282 -2.22957 3.90259 0.042 0.129 0.286
C -1.62451 -2.10043 2.55978 -0.036 -0.124 -0.250
N -1.12883 -0.91175 2.09241 0.177 0.856 -1.274
C -0.73238 -0.13345 3.04547 0.273 0.092 0.598
H -1.91953 -3.05961 4.50754 -0.010 0.022 -0.081
H -2.00391 -2.82742 1.86009 -0.011 0.048 -0.036
H -0.27415 0.83721 2.88165 -0.167 -0.063 -0.023
C -0.17955 -3.78940 -2.62602 0.031 -0.019 0.073
Si -1.36448 -3.78757 -1.14854 -0.172 -0.258 -0.403
C -2.84038 -4.90925 -1.56947 -0.044 0.164 -0.046
C -0.47678 -4.72415 0.23037 0.004 0.331 0.226
As -2.41518 -1.72517 -0.69017 -0.437 -0.625 0.083
Si -3.41305 -1.42451 -2.79207 -0.208 0.258 -0.187
C -2.52400 -2.00839 -4.35447 0.039 -0.052 0.096
C -5.12380 -2.24446 -2.74771 0.111 -0.184 0.048
C -3.71597 0.41762 -3.02364 0.109 -0.099 0.000
H 0.59716 -4.54745 -2.47305 -0.035 0.057 -0.036
H 0.31301 -2.81873 -2.71398 0.024 -0.039 -0.007
H -0.69732 -4.00919 -3.56277 0.029 0.010 0.074
H -2.56263 -5.96455 -1.65721 0.042 0.073 -0.024
H -3.32091 -4.59861 -2.50342 0.031 -0.072 0.057
H -3.58886 -4.81336 -0.77667 0.006 -0.074 -0.043
H -0.33047 -5.76027 -0.09214 -0.056 0.058 -0.034
H -1.03567 -4.73463 1.17074 0.029 -0.074 -0.058
H 0.50128 -4.28038 0.42472 -0.043 -0.026 0.028
H -2.60179 -3.08867 -4.49888 0.007 0.045 0.015
H -1.46677 -1.74800 -4.30285 -0.021 -0.071 -0.052
H -2.95169 -1.51155 -5.23194 -0.034 -0.036 0.047
H -5.11879 -3.22306 -3.23850 0.002 0.061 0.053
H -5.87896 -1.62639 -3.24294 0.074 0.008 0.033
H -5.42122 -2.39846 -1.70740 -0.095 0.023 -0.067
H -2.76896 0.93833 -3.16588 -0.105 0.125 0.064
H -4.18080 0.83423 -2.13358 0.022 0.019 -0.001
H -4.35658 0.62346 -3.88830 0.020 -0.085 0.028
C 4.19837 1.53875 0.05431 -0.167 0.005 0.024
C 4.03994 2.25393 1.38826 0.086 0.096 -0.056
C 4.86693 1.56620 2.46342 -0.105 -0.113 0.060
C 4.45346 3.71983 1.26401 -0.204 0.006 0.044
O 2.67435 2.16283 1.85378 0.191 0.119 -0.053
P 1.34602 2.51880 0.98824 0.135 -0.361 -0.186
O 1.51148 3.75459 0.19151 0.104 0.065 0.107
O 0.93585 1.26626 0.23517 -0.272 0.291 0.693
O 0.31483 2.65842 2.21526 0.137 -0.026 0.148
C 0.38182 3.56799 3.33706 -0.030 0.217 0.128
C 1.23969 2.96542 4.44852 0.002 -0.103 -0.116
C -1.06108 3.69626 3.80961 -0.010 -0.057 -0.153
C 0.92217 4.93560 2.93339 -0.028 -0.093 -0.110
H 5.24968 1.49622 -0.23872 -0.008 0.030 0.036
H 3.63957 2.07763 -0.71167 0.019 -0.048 -0.062
H 3.80781 0.52231 0.13014 -0.003 -0.005 -0.040
H 5.92542 1.58645 2.19531 -0.022 0.005 0.021
H 4.54845 0.52728 2.57743 0.034 0.032 -0.023
H 4.73446 2.07487 3.42099 0.022 -0.016 -0.018
H 5.45694 3.79940 0.83809 -0.017 -0.029 0.061
H 4.44618 4.19336 2.25012 0.035 0.004 -0.045
H 3.74249 4.24112 0.62297 0.056 0.012 -0.021
H 0.81663 2.01454 4.78525 0.025 0.024 0.001
H 1.27382 3.64820 5.30096 -0.035 -0.024 -0.025
H 2.25069 2.78408 4.09071 0.012 0.006 0.032
H -1.44481 2.71963 4.11451 -0.037 0.044 -0.006
H -1.67979 4.06004 2.98821 -0.036 -0.006 0.046
H -1.12660 4.38420 4.65547 0.006 -0.021 -0.016
H 1.95495 4.86254 2.59400 0.000 0.040 0.011
H 0.87106 5.60854 3.79288 0.005 -0.027 -0.015
H 0.33056 5.34514 2.11492 0.034 0.013 0.000
C -5.00521 3.15707 1.97567 0.010 0.037 0.100
Si -4.57112 2.13561 0.45760 0.280 -0.372 0.134
C -5.07778 3.17984 -1.02677 -0.124 0.032 -0.057
C -5.53711 0.52548 0.53046 -0.141 0.067 -0.044
Se -2.33892 1.78926 0.38084 -1.088 1.790 0.049
H -6.09387 3.23502 2.07958 0.050 0.002 -0.037
H -4.60409 4.17131 1.89150 0.020 -0.064 0.006
H -4.60797 2.71075 2.89066 0.005 0.001 -0.060
H -5.97677 3.76768 -0.80502 0.057 -0.063 0.015
H -5.28257 2.57668 -1.91337 0.017 0.052 0.040
H -4.26868 3.87120 -1.27552 -0.040 -0.017 0.037
H -6.61970 0.70251 0.54938 0.076 0.000 -0.008
H -5.26188 -0.02809 1.43189 0.010 0.015 -0.040
H -5.30769 -0.11442 -0.32499 0.001 0.001 0.049
C -0.31716 0.68306 -4.52362 -0.302 -0.479 0.108
As -0.07751 0.80252 -2.57117 0.053 0.630 0.929
C -0.33018 2.72734 -2.46041 0.201 0.145 -0.032
C 1.85771 0.66174 -2.62663 0.177 -0.106 -0.003
H 0.22286 1.50846 -4.98446 0.035 0.054 0.112
H -1.37001 0.73108 -4.79753 0.052 0.034 -0.044
H 0.09319 -0.25968 -4.88606 -0.014 0.020 -0.018
H 0.20570 3.22443 -3.27196 -0.010 -0.047 -0.041
H 0.06045 3.08693 -1.51000 -0.024 -0.019 0.010
H -1.39064 2.96574 -2.51498 -0.059 -0.064 0.004
H 2.30264 1.52806 -3.11812 -0.088 0.020 -0.057
H 2.13065 -0.24517 -3.16891 -0.033 0.001 -0.031
H 2.22523 0.58996 -1.61025 -0.053 -0.014 0.059
```
Forces are in eV/Å.

Atom charges from the Mulliken analysis, given in e for atoms 1 to 99: Ru -0.147; F -0.268; C 0.817; F -0.298; F -0.264; C 0.458; C -1.097; C -0.218; C 0.038; C -0.157; C -0.817; C 0.044; C -0.048; H 0.360; H 0.444; H 0.558; H 0.448; S -0.238; C -0.498; C -1.046; N 0.651; C 0.070; H 0.459; H 0.311; H -0.005; C -0.955; Si 0.615; C -1.230; C -1.040; As -0.032; Si 1.093; C -1.017; C -1.530; C 0.394; H 0.445; H -0.027; H 0.419; H 0.413; H 0.186; H 0.294; H 0.413; H 0.315; H 0.058; H 0.421; H 0.027; H 0.385; H 0.420; H 0.410; H 0.351; H -0.289; H -1.158; H 0.546; C -1.353; C 1.722; C -1.910; C -1.743; O -0.089; P -0.458; O -0.992; O 0.748; O 0.426; C 1.457; C -1.248; C -1.480; C -1.690; H 0.623; H 0.314; H 0.058; H 0.421; H 0.358; H 0.389; H 0.431; H 0.338; H 0.333; H 0.174; H 0.473; H 0.042; H 0.175; H 0.339; H 0.474; H 0.177; H 0.510; H 0.313; C -1.194; Si 0.570; C -1.238; C -0.592; Se -0.234; H 0.339; H 0.297; H 0.271; H 0.426; H 0.375; H 0.284; H 0.382; H 0.239; H -0.197; C -1.342; As 0.911